[1]
Density functional theory data (ωB97M-V/def2-TZVPD) for C39H35N8S2SeW as an isolated structure.

```
86
Properties=species:S:1:pos:R:3:forces:R:3:mulliken_charge:R:1
W -0.07320 -1.59015 -1.19220 -0.8 0.0 -1.0 2.603
C -2.05465 1.43016 2.91606 -0.1 0.0 0.0 -0.293
S -1.98772 -0.35831 3.13085 0.1 0.0 0.0 0.009
C -1.56039 -0.91184 1.51769 0.2 -0.2 0.7 -0.059
S -0.84550 0.20202 0.33369 1.5 0.3 0.2 -0.225
N -1.78716 -2.14677 1.27798 -0.3 0.4 -0.7 -0.783
N -1.41110 -2.61031 0.00183 0.2 -0.5 0.4 -0.019
C -2.22146 -2.10801 -1.02236 0.0 -0.3 0.2 0.292
C -2.18993 -2.84415 -2.28911 -0.2 -0.1 0.1 -0.198
C -3.21287 -3.29218 -3.12252 0.1 0.0 0.1 -0.944
C -2.84910 -4.00712 -4.24757 0.0 0.0 0.0 -0.299
C -1.50208 -4.24971 -4.52797 0.0 0.0 0.0 -0.989
C -0.54125 -3.71064 -3.70025 -0.1 0.0 -0.1 -0.155
N -0.89928 -2.99275 -2.63317 0.1 0.2 -0.2 -0.118
H -2.33123 1.81645 3.89648 0.0 0.0 0.0 0.437
H -2.81994 1.71491 2.19725 0.0 0.0 0.0 0.396
H -1.09356 1.84806 2.63326 0.0 0.0 0.0 -0.400
H -3.09728 -1.54338 -0.71897 0.1 0.2 -0.1 0.618
H -4.24798 -3.12341 -2.85943 0.0 0.0 0.0 0.545
H -3.61215 -4.40649 -4.90281 0.0 0.0 0.0 0.453
H -1.20664 -4.83548 -5.38580 0.0 0.0 0.0 0.430
H 0.51990 -3.81821 -3.88183 0.0 0.0 0.0 0.495
N -2.22430 1.31041 -3.87665 0.0 0.0 0.0 0.158
C -1.89931 0.25335 -3.12917 0.1 0.1 0.1 -0.285
N -0.71328 0.02117 -2.65259 -0.2 0.0 0.1 -0.258
C 0.32009 0.95302 -2.92146 0.2 0.0 -0.2 -0.084
N 1.48592 0.76930 -2.43984 -0.2 -0.2 -0.2 -1.343
N 1.56537 -0.27582 -1.55444 0.5 0.6 1.0 0.489
C 2.01543 -1.46131 -2.02666 -0.1 -0.1 0.1 -1.025
C 2.38100 -2.45232 -0.94871 0.1 0.1 0.3 1.056
C 3.69001 -3.07139 -0.74954 -0.1 0.0 0.1 -1.267
C 3.73951 -4.01012 0.19419 0.1 0.0 0.0 -1.136
C 2.50968 -4.34202 0.92027 0.0 -0.2 0.1 -0.155
C 1.15420 -4.32491 0.25720 0.1 0.3 0.0 -0.932
N 1.14225 -3.33660 -0.85333 0.2 -0.2 -0.3 -0.480
C 0.01910 2.11409 -3.76545 0.1 0.0 0.0 0.903
C 0.98437 3.06561 -4.09422 -0.1 0.0 0.0 -0.270
C 0.64294 4.15243 -4.87367 0.0 0.0 0.0 -0.941
C -0.66529 4.30691 -5.33115 0.0 0.0 0.0 -0.424
C -1.63489 3.37607 -5.01302 0.1 0.0 0.0 -0.984
C -1.27715 2.28456 -4.23138 -0.1 0.0 0.0 0.097
H -3.17131 1.39716 -4.20722 0.0 0.0 0.0 0.294
H -2.69516 -0.44835 -2.92199 0.0 0.0 0.0 0.397
H 2.43211 -1.51340 -3.02708 -0.2 -0.2 -0.1 0.622
H 4.53921 -2.74552 -1.33268 0.0 0.0 0.0 0.558
H 4.65429 -4.52980 0.44403 0.0 0.0 0.0 0.454
H 2.57580 -5.10772 1.68320 0.0 0.0 0.0 0.631
H 0.47718 -5.16268 0.21532 0.0 0.0 0.0 0.481
H 1.99020 2.93436 -3.72044 0.0 0.0 0.0 0.506
H 1.39228 4.88864 -5.12907 0.0 0.0 0.0 0.441
H -0.92830 5.16215 -5.93836 0.0 0.0 0.0 0.424
H -2.65422 3.49364 -5.35840 0.0 0.0 0.0 0.411
C 1.40361 -2.25038 0.17432 0.1 0.0 -0.2 -0.217
C 1.44759 -3.29031 1.29079 -0.1 0.1 0.0 1.645
C 0.97373 -3.11169 2.68047 0.0 0.0 -0.1 -0.605
C 0.08536 -4.02342 3.23853 0.0 0.0 0.0 -0.136
C -0.31683 -3.89100 4.55866 0.0 0.0 0.0 -0.888
C 0.16913 -2.84532 5.32978 0.0 0.0 0.0 -0.635
C 1.04903 -1.92870 4.77318 0.0 0.0 0.0 -0.749
C 1.44700 -2.05414 3.45060 0.0 0.0 0.0 0.050
H -0.31095 -4.82850 2.63174 0.0 0.0 0.0 0.378
H -1.01618 -4.59960 4.98207 0.0 0.0 0.0 0.414
H -0.14052 -2.74230 6.36142 0.0 0.0 0.0 0.433
H 1.43078 -1.11361 5.37412 0.0 0.0 0.0 0.440
H 2.12366 -1.32855 3.01500 0.0 0.0 0.0 0.432
C -0.62704 6.32815 3.55658 0.0 0.0 0.0 -1.556
C -0.02825 5.07809 2.98225 0.0 0.0 0.0 0.715
C 0.48936 4.08683 3.81016 0.1 0.0 0.0 -1.091
C 1.04450 2.92370 3.30256 0.0 0.0 0.0 1.014
C 1.50915 1.86047 4.25643 0.0 0.0 0.0 -1.276
C 1.10753 2.75684 1.90095 0.0 -0.1 0.0 -0.017
Se 1.82077 1.17738 1.18696 -1.3 -0.2 -0.4 0.160
C 0.59434 3.75490 1.04254 0.0 0.1 -0.1 1.275
C 0.58702 3.62504 -0.45558 0.0 0.0 0.0 -1.795
C 0.02884 4.88802 1.60461 0.0 0.0 0.0 -1.111
H -0.70827 6.26618 4.64024 0.0 0.0 0.0 0.362
H -1.62176 6.51105 3.14838 0.0 0.0 0.0 0.359
H -0.01260 7.19714 3.31466 0.0 0.0 0.0 0.351
H 0.44992 4.22197 4.88479 0.0 0.0 0.0 0.326
H 1.46961 2.22804 5.28049 0.0 0.0 0.0 0.421
H 2.52597 1.53205 4.04513 0.0 0.0 0.0 0.358
H 0.86724 0.97882 4.17561 0.0 0.0 0.0 0.078
H 1.37450 2.96376 -0.81233 0.0 0.0 0.0 0.397
H 0.70016 4.60473 -0.91916 0.0 0.0 0.0 0.593
H -0.36746 3.20851 -0.79257 0.0 0.0 0.0 0.269
H -0.37212 5.65224 0.94782 0.0 0.0 0.0 0.472
```
Forces are in eV/Å.

LUMO level (spin up / spin down) ... -0.175 / -0.173 Ha
Total charge ... +1
E_HOMO (spin up / spin down) ... -9.2 / -9.2 eV
Gap between HOMO and LUMO (spin up / spin down) ... 4.5 / 4.5 eV

=====

[2]
Density functional theory data (ωB97M-V/def2-TZVPD) for CH7N2O3 as an isolated structure.

```
13
Properties=species:S:1:pos:R:3:forces:R:3:mulliken_spin:R:1
C -0.44197 0.58197 0.71223 -2.9 1.7 2.0 0.009
N 0.34890 0.46436 -0.28530 0.5 -0.8 0.5 0.051
N 0.30213 -1.65692 -1.77073 -0.6 0.1 -1.3 0.001
O -1.54118 -0.16468 0.83779 1.0 -2.0 -2.1 0.046
O 0.82341 2.11509 1.94799 10.4 5.4 3.0 1.178
O -0.47699 1.47589 1.73871 -8.9 -5.1 -2.8 0.753
H 0.14014 -0.67406 -0.99490 0.1 -0.1 -0.2 0.000
H 1.30336 0.87738 -0.27075 -1.3 0.0 0.4 -0.002
H 1.35131 -1.67940 -1.71736 -1.3 -0.3 -0.9 0.000
H -0.12862 -1.39147 -2.72761 1.6 -0.3 1.8 0.000
H -0.09142 -2.60406 -1.61391 0.5 0.8 0.5 0.000
H -2.35316 0.06542 1.30943 0.8 0.9 0.4 -0.007
H 0.76408 2.59048 2.83441 0.1 -0.3 -1.1 -0.029
```
Forces are in eV/Å.

LUMO level (spin up / spin down) ... -0.116 / -0.239 Ha
Total charge ... +1
Multiplicity ... 3
E_HOMO (spin up / spin down) ... -11.0 / -15.5 eV
⟨S²⟩ ... 2.010
Gap between HOMO and LUMO (spin up / spin down) ... 7.9 / 9.0 eV

=====

[3]
Density functional theory data (ωB97M-V/def2-TZVPD) for a 2-piece molecular cluster, C4H5N3 overall.

```
12
Properties=species:S:1:pos:R:3:forces:R:3:mulliken_charge:R:1
N 2.37020 -0.83668 -1.95776 -0.6 0.2 1.0 -0.407
C 1.99667 -0.49506 -0.91434 0.7 0.1 -0.6 0.329
C 1.62718 0.01573 0.37198 0.0 0.0 -0.1 -0.579
C 1.17358 1.24521 0.51321 -0.4 -0.2 0.0 0.588
N 0.57202 2.29365 0.69764 1.0 -0.7 0.1 -0.567
H 1.44843 -0.65877 1.20620 0.4 0.1 -0.2 0.348
H -0.39076 2.01386 0.57117 -1.0 0.5 -0.2 0.297
C -2.02364 -0.55988 0.12425 0.2 0.5 0.3 -0.395
N -0.94054 -1.21419 0.13784 -0.4 0.0 -0.3 -0.445
H -2.50116 -0.15311 -0.77731 0.0 -0.2 0.1 0.256
H -2.45020 -0.27990 1.08887 -0.3 -0.2 -0.1 0.320
H -0.62162 -1.33696 -0.82378 0.2 -0.2 0.0 0.255
```
Forces are in eV/Å.

SMILES ... N#CC=C=N.C=N
LUMO level ... 0.018 Ha
E_HOMO ... -9.8 eV
Gap between HOMO and LUMO ... 10.3 eV

=====

[4]
Density functional theory data (ωB97M-V/def2-TZVPD) for C17H33IrNO2P2 as an isolated structure.

```
56
Properties=species:S:1:pos:R:3:forces:R:3:mulliken_spin:R:1
Ir 0.23075 0.25208 0.32303 -0.9 2.4 -1.0 1.019
P -1.20964 -0.81285 1.87937 0.4 -0.3 -0.3 0.077
P 1.66971 0.88382 -1.43385 0.5 0.2 -1.0 0.085
N -0.95252 -0.26851 -0.95300 -2.5 -1.5 -3.1 0.920
H 0.74807 0.64686 1.64878 1.5 1.0 3.3 -0.022
C -2.76248 0.13887 2.02302 0.0 -0.1 0.3 0.012
H -3.32054 -0.19879 2.89560 -0.1 0.0 0.1 0.004
H -3.36832 -0.05403 1.13785 0.1 0.1 -0.1 0.005
H -2.56056 1.20577 2.12836 -0.1 -0.2 -0.1 -0.001
C -0.55200 -1.01547 3.56504 -0.1 0.0 0.2 0.002
H -1.36228 -1.30836 4.24642 0.1 0.1 -0.2 -0.002
H -0.11395 -0.07004 3.91897 -0.1 -0.4 -0.2 0.005
H 0.19580 -1.82154 3.57704 -0.1 0.4 -0.1 -0.005
C -1.76411 -2.46508 1.36052 0.0 -0.1 0.2 -0.004
H -2.18449 -3.00361 2.22044 0.0 0.2 -0.1 -0.001
H -0.90695 -3.03276 0.97387 -0.1 0.3 -0.1 0.007
H -2.55001 -2.36825 0.59811 0.4 0.0 0.1 0.004
C 1.04027 2.34265 -2.34932 -0.1 0.2 0.1 0.008
H 1.62874 2.56135 -3.25502 -0.1 -0.3 0.3 0.000
H 1.04082 3.21808 -1.68467 0.0 -0.3 -0.2 0.009
H -0.00179 2.15898 -2.63638 0.2 0.0 0.1 0.003
C 3.40727 1.31807 -1.08218 0.5 0.1 -0.1 0.028
H 3.90608 1.72348 -1.97999 -0.4 -0.2 0.2 0.005
H 3.96858 0.42227 -0.78175 -0.3 0.2 0.1 -0.002
H 3.47681 2.08134 -0.29310 -0.1 -0.4 -0.3 0.005
C 1.77880 -0.39519 -2.73420 0.2 -0.2 0.0 -0.008
H 2.59527 -0.17891 -3.44357 -0.3 0.0 0.3 0.000
H 0.82761 -0.44776 -3.28494 0.3 0.0 0.2 0.002
H 1.96319 -1.37027 -2.25556 -0.1 0.3 -0.1 0.003
C -1.53866 -1.09961 -1.78879 -1.6 0.4 -1.2 -0.082
C -3.40580 -1.51498 -3.36422 0.7 0.4 0.8 -0.120
C -2.75541 -0.67052 -2.45919 0.2 -0.7 0.0 0.264
C -1.04537 -2.38921 -2.13155 1.4 -0.1 1.2 0.224
C -1.68440 -3.19748 -3.02649 -0.4 -0.2 -0.4 -0.108
C -2.86608 -2.77958 -3.64141 -0.2 0.5 -0.1 0.236
H -4.32545 -1.18128 -3.83194 0.1 -0.1 0.0 -0.003
H -3.14628 0.31186 -2.19943 0.0 -0.2 -0.1 0.004
H -0.12736 -2.72299 -1.60532 -0.6 0.3 -0.3 0.009
H -1.27085 -4.17637 -3.25949 -0.1 0.2 0.1 -0.003
H -3.36213 -3.41092 -4.35937 -0.1 -0.2 -0.1 0.017
C 0.46126 2.59509 1.49371 0.9 1.3 2.0 0.644
O -0.12811 2.49143 0.31307 -0.1 -1.3 -1.0 0.546
C -0.43878 3.06424 2.60451 0.3 0.2 -0.4 0.160
H 0.03837 2.86270 3.58360 -0.6 0.2 -0.4 0.008
H -1.43924 2.62143 2.48779 0.4 0.2 0.4 -0.039
H -0.52756 4.15421 2.43724 -0.3 0.0 0.5 -0.006
C 1.89902 3.06153 1.59520 -0.6 0.5 0.0 0.028
H 2.14328 3.79711 0.79741 0.0 -0.2 0.3 0.006
H 2.62535 2.25097 1.55158 0.0 -0.2 -0.1 0.024
H 2.02223 3.54009 2.57570 0.2 0.1 -0.3 -0.009
C 2.60577 -1.07094 1.61942 0.2 0.2 -0.1 -0.020
C 1.44926 -1.25087 0.71963 0.1 -2.5 0.9 0.712
O 1.25618 -2.32224 0.02981 0.2 -0.1 -0.6 0.295
H 3.40743 -0.49235 1.12576 0.3 0.0 0.4 0.012
H 2.99011 -2.06007 1.86728 0.1 0.0 0.0 0.024
H 2.29507 -0.55347 2.53655 0.4 0.1 0.0 0.017
```
Forces are in eV/Å.

LUMO level (spin up / spin down) ... 0.023 / -0.087 Ha
Multiplicity ... 6
E_HOMO (spin up / spin down) ... -3.8 / -6.9 eV
⟨S²⟩ ... 8.827
Gap between HOMO and LUMO (spin up / spin down) ... 4.4 / 4.5 eV

=====

[5]
Density functional theory data (ωB97M-V/def2-TZVPD) for an isolated molecule of C18H21N3O2.

```
44
Properties=species:S:1:pos:R:3:forces:R:3:mulliken_charge:R:1
C -0.29635 -2.76744 -2.58178 -0.5 0.2 -0.8 -1.594
C -0.37072 -1.47179 -3.43931 -0.6 -0.1 1.3 0.753
C -1.70592 -1.47398 -4.19238 0.2 0.3 -0.6 -1.458
C -0.28092 -0.20619 -2.49512 0.5 -0.9 -0.9 -0.798
C -0.21338 1.11531 -3.26568 0.4 -0.9 0.6 0.467
N 1.02373 1.07592 -4.02548 0.4 1.2 -0.4 -0.694
C -0.39623 2.35656 -2.37955 1.5 -0.3 0.0 -1.089
O 0.62492 2.49645 -1.32349 -1.0 -0.4 0.3 -0.495
C 0.39966 1.90851 -0.07444 0.6 -0.8 0.3 0.553
C -0.85072 1.74941 0.57688 0.2 0.6 -1.3 -0.736
C -0.98531 1.00665 1.72613 0.9 -0.4 0.5 -0.713
C 0.14166 0.51799 2.40003 0.5 -0.2 -0.9 0.150
C 1.42237 0.71855 1.81698 -1.2 0.1 -0.5 0.443
C 1.54964 1.37055 0.56519 -1.0 0.3 -0.1 -0.496
C 2.63229 0.24488 2.53539 0.7 1.6 0.0 0.117
O 3.73818 0.59131 2.15053 -0.9 -0.9 0.3 -0.561
N 2.49044 -0.38273 3.79194 -2.0 -1.5 1.3 -0.648
C 1.29926 -0.69209 4.28364 2.1 1.4 -2.0 0.433
C 1.23002 -1.25861 5.63142 -1.8 0.6 2.0 -0.111
N 0.22681 -0.97843 6.45584 2.0 -0.9 -1.5 -0.559
C -0.85131 -0.18415 6.00407 0.2 0.1 -2.2 -0.374
C -1.02554 0.12294 4.68385 0.9 -0.1 1.1 -0.484
C -0.00680 -0.37623 3.61043 -0.3 1.6 1.4 0.587
H -0.30600 -3.68093 -3.20548 -0.4 0.5 0.1 0.421
H -1.12974 -2.80438 -1.85559 0.4 0.0 -0.3 0.315
H 0.63551 -2.83101 -2.07151 0.8 0.2 0.7 0.420
H 0.46599 -1.47707 -4.14951 -0.2 -0.1 0.1 0.193
H -2.58605 -1.51182 -3.52359 0.5 0.4 -0.1 0.284
H -1.78059 -2.37155 -4.80639 0.1 0.0 -0.1 0.449
H -1.74547 -0.60606 -4.88480 -0.4 -0.5 0.5 0.340
H -1.16714 -0.23814 -1.91433 -0.9 -0.1 1.0 0.371
H 0.61044 -0.29598 -1.83909 -0.5 0.1 -0.3 0.166
H -1.04536 1.17610 -3.96450 -0.2 0.0 -0.2 0.233
H 1.10728 0.20598 -4.54717 0.1 0.4 0.3 0.316
H 1.81224 1.18055 -3.39200 0.0 -0.2 -0.2 0.287
H -1.37112 2.35813 -1.95550 -0.8 -0.2 0.5 0.411
H -0.34528 3.23630 -3.01878 0.4 0.2 0.2 0.383
H -1.75936 2.18237 0.15936 0.3 -0.2 -0.2 0.391
H -1.97398 0.73549 2.07024 -0.1 0.3 0.2 0.420
H 2.50762 1.47230 0.03625 -0.4 -0.1 0.6 0.458
H 2.10184 -1.83812 5.98939 -0.7 0.4 -0.1 0.370
H -1.56546 0.13350 6.76174 0.3 -0.1 -0.1 0.383
H -1.82985 0.79070 4.37273 0.1 -0.4 0.0 0.320
H -0.43131 -1.29975 3.28342 -0.3 -1.1 -0.4 0.374
```
Forces are in eV/Å.

SMILES ... CC(C)C[C@H](N)COc1ccc2c(c1)C(=O)N=C1C=NC=C[C@H]12
LUMO level ... -0.046 Ha
E_HOMO ... -9.0 eV
Gap between HOMO and LUMO ... 7.7 eV

=====

Number 1: energy -5209.7360 Eh. Number 2: energy -377.0326 Eh. Number 3: energy -319.5865 Eh. Number 4: energy -1659.5236 Eh. Number 5: energy -1013.1803 Eh.